Entry 1:
DFT (the ωB97M-V functional and the def2-TZVPD basis) results for a molecular structure, C16H28F2O10Si2 at a distorted geometry.

Values from the calculation:
**LUMO level**: -0.001 Ha
**Highest occupied orbital energy**: -9.7 eV

```
58
C16H28F2O10Si2 the ωB97M-V functional and the def2-TZVPD basis
H -4.69617 -2.47668 3.89215
O -1.15147 -0.14919 4.00790
O -1.49733 -2.36558 3.58634
C 0.51351 -0.37592 1.04308
C -1.05714 -2.49443 -5.23608
H 0.57687 2.27204 1.98670
C -0.66473 -1.68437 -3.83017
H 3.02132 4.50607 -0.28973
H 2.20841 0.58766 -0.13989
H -5.28171 -1.09732 -4.16037
H -0.60508 -1.82872 -6.10477
C 1.09094 0.88347 0.15752
H -2.70143 -3.50530 4.80106
C -2.68433 -2.73361 -5.36413
H 0.43861 0.98727 -0.83574
F 3.05010 5.29794 2.55992
F -2.57878 -4.21148 2.92436
O 3.99858 4.45976 5.73171
O 1.43854 -1.47883 -1.55178
Si 0.52583 -1.95363 -0.12763
C -1.90734 -1.08418 3.80219
O 2.49988 2.79698 1.04922
H 2.25908 5.18419 4.91160
C 1.11104 2.32446 0.93918
H -2.88672 -3.12550 -6.46288
O 2.24979 -2.10863 -4.18852
C 5.03001 5.19792 5.21912
C 3.01943 3.31413 -0.22686
O -3.27060 -0.97537 3.76781
C -2.65148 -3.15490 3.76461
H 0.90818 -3.83524 -2.77836
H -3.59130 -0.71569 -6.15518
C -1.33298 -2.37510 -0.46153
C -3.59021 -1.38173 -5.16520
C -2.70183 -2.61154 -0.74287
H -3.23778 -0.68693 -4.29181
H 2.48759 2.89248 -1.18474
H 2.50774 3.43374 4.71865
H -0.59055 -0.18632 1.42793
H -3.01171 -3.59587 -4.63783
C 3.79414 4.64848 3.48310
H -0.56249 -3.55210 -5.14010
H -3.88439 -2.58703 -0.82821
C 3.00720 4.40630 4.72560
O 4.82511 5.51034 3.90874
H 1.28480 -0.59046 1.89687
H -0.43145 -0.55969 -4.15228
H 4.17281 3.00876 -0.26260
H 1.08467 -3.14134 0.56858
H -1.62380 -1.73521 -3.16198
H 2.11096 -1.12644 -4.43495
Si 0.94251 -2.36791 -2.98952
C -3.76240 -2.24086 3.37460
H 0.50256 3.12702 0.30787
O 6.01606 5.52994 5.85578
H -3.94973 -2.23812 2.29558
O -4.99958 -1.78196 -4.84540
H 4.22824 3.74421 3.04334
```

Löwdin atomic charge list, values in e, 6 entries: 0.146 0.130 0.131 -0.274 -0.234 0.135

=====

Entry 2:
DFT (the ωB97M-V functional and the def2-TZVPD basis) results for a molecular structure, C32H43CoN13O5S2Se.

Values from the calculation:
**LUMO level**: -0.018 Ha
**ΔE to the lowest compared entry with this formula, charge and spin**: 34.1 kJ/mol
**Highest occupied orbital energy**: -6.9 eV
**⟨S²⟩**: 0.769
**Multiplicity**: 2

```
97
C32H43CoN13O5S2Se the ωB97M-V functional and the def2-TZVPD basis
C 0.65471 0.56039 -2.72933
N -2.14440 0.85608 -0.00968
H -3.17743 -0.76208 -0.87198
H -5.13304 1.84617 0.97932
H 2.41634 -1.85458 0.89033
H -5.08102 0.61585 -1.07751
H -1.25259 2.68754 0.44347
H 3.69361 -0.20598 1.92562
N 0.56734 1.04753 1.47818
N 0.33702 -0.22033 -1.70473
N -3.84737 -2.34050 5.55133
H -4.28233 1.29140 -2.49264
H 3.25585 0.89832 0.63129
O -6.17644 -1.30579 8.20690
H -1.18454 -4.25265 6.29819
N -4.12555 -3.36429 7.65899
C -4.52933 -2.56199 6.66847
C -2.91608 0.26619 -1.12763
H 2.07437 -4.20536 -2.22371
H -2.70165 3.05326 -2.15246
H 1.59793 0.19064 3.07706
C 3.02473 -4.61045 1.49809
H -3.95016 3.12544 1.21174
C -1.94952 -2.54821 4.17745
C 1.37518 -4.20373 -0.20205
C 4.02540 -4.69909 0.52078
N 5.32309 -4.95880 0.87265
O -0.60537 -4.41579 -1.88062
H 3.27930 -4.76283 2.54051
C 2.49544 4.93543 -0.73459
C -2.95280 -3.95474 7.50814
N -0.72690 -1.48269 1.90782
C -2.66006 -2.92141 5.42525
C -3.08234 1.10729 1.11122
N 3.12963 5.74406 -1.60915
C 0.27454 -1.56688 -1.93358
H 4.17108 6.14432 -3.35244
O -7.05272 -2.81485 6.48122
N -0.22552 -2.16225 -0.82924
H 2.09909 7.85516 0.64196
H -3.57768 0.17613 1.37642
H 1.22096 0.66349 -4.80529
O -1.09116 -4.02751 0.52060
C 1.82192 0.81379 2.21585
H 0.73101 1.82278 0.83435
H 1.32568 -1.83889 -4.97104
H -2.50572 1.42328 1.98464
Se 2.30468 3.10657 -0.87238
H 3.50671 7.86161 -1.72535
C -2.04863 -1.69079 1.95519
H -0.82042 2.04794 -1.13202
H 2.65334 -0.93171 -0.41978
C 3.78812 5.27989 -2.81691
H -2.63689 -4.61567 8.30942
H 5.58958 -5.03302 1.83543
S -0.28030 -3.78998 -0.63772
H 0.07765 -2.78364 4.88897
C -2.14131 -3.75852 6.39561
Co -0.06160 -0.56675 0.30171
N 2.25292 -0.92649 0.51060
H 1.06957 -1.86037 2.84033
H 2.23200 1.74928 2.60718
H 3.07642 4.74161 -3.43948
H -0.16087 1.34284 2.12018
C 1.01192 -1.35261 -4.05320
C 1.26802 5.27221 1.38941
N 2.03173 5.73767 0.24798
H -2.25330 0.21954 -1.99263
N -4.08065 2.40685 -0.73751
C 2.85982 0.14613 1.31345
H 1.79603 4.44946 1.86771
H 4.60506 4.60799 -2.56086
C -2.69602 -2.17920 3.06524
N 0.67706 -2.15976 -3.05569
S -6.14916 -1.73258 6.82514
C 2.37444 7.05108 -0.01564
H 0.93095 -4.32897 1.88412
C 0.97397 0.03108 -3.96685
H 4.42669 -4.64191 -1.59273
H 0.68224 1.62878 -2.55230
C 3.06177 7.05397 -1.17359
C -4.13041 2.17482 0.70627
O -6.07684 -0.66110 5.85102
C -1.64799 2.18006 -0.44024
H -2.77515 4.03656 -0.69318
C 2.35455 -4.30882 -1.18396
H 6.04847 -4.97618 0.18200
C -4.17467 1.11622 -1.42084
C -2.79298 3.00991 -1.06509
C -0.00314 -1.93392 2.93775
H 1.15467 6.09552 2.08952
H -3.77418 -2.24934 3.09663
C 1.71179 -4.37103 1.13542
H -2.59464 -1.43461 1.06071
H 0.28620 4.92449 1.06915
C -0.56439 -2.47691 4.07434
C 3.66731 -4.54760 -0.82558
```

Löwdin atomic charge list, values in e, 6 entries: -0.147 -0.168 0.114 0.124 0.065 0.123

=====

Entry 3:
DFT (the ωB97M-V functional and the def2-TZVPD basis) results for a molecular structure, C17H20FN4OPS at a distorted geometry.

Values from the calculation:
**LUMO level**: -0.057 Ha
**ΔE to the lowest compared entry with this formula, charge and spin**: 0.0 kJ/mol
**Highest occupied orbital energy**: -8.2 eV

```
45
C17H20FN4OPS the ωB97M-V functional and the def2-TZVPD basis
C 1.56853 -4.50685 3.40968
O 1.71613 3.36866 -1.13336
H 3.61280 -6.05558 5.47345
C -4.94788 4.78234 -0.29580
H 0.71190 -4.25345 2.80842
C -4.37083 5.30864 -2.39036
N -4.31005 4.34213 -1.42358
C -1.26131 0.83746 -1.60437
H 0.91576 2.98505 -3.38423
C -0.65232 -1.35875 -0.68642
N -2.99972 -0.73904 -1.29178
C 0.66130 -0.97050 -0.59400
C -5.06157 6.37475 -1.87776
H 2.10566 0.68631 -0.93339
N -2.29470 1.59134 -2.03369
C -5.42780 6.04045 -0.54690
C 3.61105 -4.23258 4.27217
H 1.13016 -6.38957 4.42472
H 3.65222 -2.40447 0.47273
H -5.00536 4.16367 0.58433
H 3.67310 -0.85323 -2.09348
H -5.27937 7.29309 -2.39816
H -3.86500 3.44787 -1.52660
C -1.68111 -0.49359 -1.18488
N 2.67061 -3.69817 3.43417
H -3.91965 5.15355 -3.35633
S -3.59987 0.64712 -1.88621
C 1.06500 0.36357 -1.01710
H -0.93955 -2.36691 -0.35650
C 1.80949 -5.57460 4.23454
H 2.77113 -2.84345 2.91625
H 4.67132 -2.24939 -1.54586
H 3.31791 -0.68580 0.29252
C 3.10748 -5.40003 4.78297
H -0.56083 3.73532 -1.74173
H -5.97964 6.65395 0.14638
C 3.64809 -1.84305 -1.61278
C 0.11769 1.22180 -1.50111
H 1.38939 -3.01620 -0.37303
C 1.61781 -2.00316 0.00476
H 4.55481 -3.73790 4.43121
H 3.01348 -2.57027 -2.14350
F 1.34984 -2.01538 1.40406
P 0.58716 2.93653 -2.00320
C 3.10672 -1.67171 -0.15624
```

Löwdin atomic charge list, values in e, 6 entries: -0.148 -0.458 0.088 -0.142 0.099 -0.145

=====

Entry 4:
DFT (the ωB97M-V functional and the def2-TZVPD basis) results for a single C3H4N2OS2 molecule at a distorted geometry.

Values from the calculation:
**LUMO level**: -0.028 Ha
**ΔE to the lowest compared entry with this formula, charge and spin**: 283.8 kJ/mol
**Highest occupied orbital energy**: -8.9 eV
**SMILES**: [H]/N=C1\NOCSC1=S

```
12
C3H4N2OS2 the ωB97M-V functional and the def2-TZVPD basis
H 1.12252 1.53402 -0.09894
S -0.37086 -2.00166 0.14894
S -2.95529 -0.79239 -0.47519
O 1.27329 -0.22733 -0.93111
H -0.83081 2.54851 0.52541
H 1.47061 -0.70762 1.08913
C -0.73974 0.75664 -0.04913
N 0.55162 0.90850 -0.59316
C -1.38635 -0.60621 -0.14951
N -1.38027 1.68846 0.51497
H 1.99357 -1.93401 -0.11019
C 1.25171 -1.16692 0.12879
```

Löwdin atomic charge list, values in e, 6 entries: 0.121 0.927 0.712 -0.159 0.064 0.094